{"formula": "C39H37InN7O4P2", "method": "wB97M-V/def2-TZVPD", "species": ["C", "H", "H", "H", "C", "N", "N", "C", "C", "H", "H", "O", "H", "H", "N", "H", "C", "N", "H", "C", "O", "C", "C", "H", "P", "C", "C", "C", "C", "H", "C", "H", "C", "C", "H", "C", "H", "C", "H", "C", "H", "N", "C", "H", "C", "H", "H", "C", "H", "H", "H", "H", "C", "H", "H", "O", "C", "H", "C", "C", "C", "H", "P", "H", "H", "C", "C", "H", "C", "C", "N", "C", "C", "H", "O", "C", "C", "H", "H", "H", "C", "H", "N", "H", "C", "C", "C", "In", "H", "C"], "positions_angstrom": [[1.68595, -1.90969, 3.98119], [-6.36901, -1.81384, 3.11665], [0.97245, -5.69355, -0.75461], [2.62846, 3.60730, 3.49636], [-4.55455, 2.59374, -4.24212], [3.03138, 1.06154, 1.26618], [3.15303, 0.08151, -2.79434], [1.42704, 1.55357, -1.79520], [4.15587, -2.82359, 2.81532], [4.54569, -1.11500, -3.84115], [0.62666, -1.73246, 3.96791], [-2.42603, -3.36093, 1.54641], [-5.50515, 0.58004, 3.24381], [-2.97099, 2.29292, -2.92550], [-2.17153, 4.24982, 0.68575], [-1.55833, -2.81465, 1.33520], [-3.79871, 2.99194, -3.13253], [-7.01741, 2.85242, -6.78627], [1.55150, -4.54013, 4.01041], [2.46870, 1.22589, -2.81974], [-0.59808, -1.68709, 1.16200], [4.32028, 0.80319, -4.78812], [4.99363, 2.38633, 1.33587], [3.45739, -2.87390, -2.32711], [2.50667, -2.36547, 2.47458], [3.09810, 3.04222, 2.64482], [-4.88508, -0.25355, 2.96382], [-5.33681, -1.56245, 2.93363], [1.00523, -5.47377, 0.30090], [3.55204, -4.48853, -1.48995], [1.12752, 1.53079, 2.51829], [-0.13900, -7.13384, 0.96411], [1.44588, -4.20298, 0.64275], [-3.26415, 5.05188, 0.97512], [-3.15585, 1.03640, 2.45935], [0.73559, -3.20723, -2.08811], [-0.27446, -3.06354, -1.72736], [-3.18840, -2.37667, 2.03737], [0.96579, -2.45256, -2.82175], [-2.34294, 3.82318, -0.55769], [4.75039, -2.10735, 2.30752], [-0.78123, 0.38171, 2.05085], [-2.74649, -1.00378, 1.96690], [0.82913, -4.25321, -2.48706], [4.37573, 3.33276, 2.20299], [5.99203, 2.59426, 0.85266], [-1.56972, 3.19837, -1.08415], [-5.10348, 5.01673, -2.84728], [-5.28257, 5.27927, -0.12090], [4.37334, -2.78774, 3.93162], [4.80648, 0.52196, 0.23722], [4.39574, -3.87744, 2.49526], [-4.20131, 4.99988, 0.00070], [-4.64993, -3.63087, 2.74004], [4.86756, 4.25273, 2.52554], [0.95353, 0.53245, -1.20047], [4.30093, 1.21621, 0.90893], [4.21368, -2.99273, -0.64591], [-3.58387, 0.01302, 2.49427], [-5.62094, 3.43102, -4.67980], [1.62096, -3.84163, 1.95120], [4.15860, 2.97833, -5.24858], [1.79023, -2.93120, -0.62230], [2.06494, -2.64529, 4.74963], [-5.45749, 5.85222, -2.19829], [2.81498, 2.28820, -3.72745], [3.45842, -3.39874, -1.31768], [-3.23620, 5.62602, 1.88206], [-6.41136, 3.11156, -5.82379], [-1.33900, -0.74553, 1.69060], [-3.59365, 4.20653, -1.02247], [1.24824, -4.74708, 2.93162], [2.43922, 1.85835, 2.20004], [-6.77004, 5.25387, -4.17985], [1.10627, 2.76538, -1.62389], [-4.45800, -2.57912, 2.51606], [-4.11704, 4.14758, -2.35513], [4.96896, 0.60042, -5.65992], [-0.06913, -6.33443, 3.40268], [-4.24220, 1.69688, -4.81733], [-5.88409, 4.63401, -3.94189], [2.08906, -0.88687, 4.22387], [0.50861, 0.48113, 1.90868], [0.45148, 2.10319, 3.11365], [4.07586, -0.14736, -3.80385], [0.48585, -5.85165, 2.61354], [3.80768, 2.16539, -4.68124], [1.60494, -0.59977, 0.38207], [2.24856, 3.22964, -3.47904], [0.41796, -6.22650, 1.30192]], "atomic_forces_ev_per_a": [[1.9, 0.8, 1.8], [0.0, -0.1, 0.5], [-0.2, -0.6, 0.0], [0.4, -0.4, -1.3], [0.1, 1.2, -0.4], [0.0, -1.2, 0.0], [0.3, -0.3, -0.6], [-0.1, 3.5, -0.1], [1.4, -2.0, 2.1], [0.1, -0.2, 0.1], [-0.5, -0.6, -0.3], [1.0, 0.9, 0.4], [-0.2, 0.0, 0.2], [-0.5, 0.7, 0.6], [0.1, 0.5, -1.4], [-0.8, -1.4, -0.1], [-0.1, -0.4, -0.4], [1.0, 0.4, 1.7], [-0.9, -0.3, -1.5], [2.1, 0.9, -1.8], [-0.1, 0.5, 0.0], [0.5, 1.6, -0.4], [0.5, 0.2, -0.8], [0.4, -0.5, 1.3], [-2.5, 1.1, -2.1], [-0.8, -0.8, 1.5], [1.2, 0.4, -1.0], [1.0, -0.5, -0.7], [-0.5, 1.2, 0.0], [-0.1, 0.6, 0.3], [-4.0, -3.2, -1.2], [0.5, 0.8, 0.6], [0.3, 0.8, -1.4], [0.3, -0.5, 0.4], [-0.5, -0.7, 0.2], [-0.2, -1.2, 0.8], [-0.4, 0.0, -0.2], [0.2, 2.1, -0.9], [0.2, 0.2, -0.3], [-0.1, -0.2, 0.9], [1.1, 0.4, -0.3], [-1.2, 1.6, 1.6], [-0.5, -0.2, 1.2], [0.1, 1.1, 0.3], [0.2, -1.2, -0.9], [-1.1, -0.3, 0.9], [-1.2, 0.8, 0.4], [-0.6, -0.4, 1.3], [1.6, 0.0, 0.3], [-0.2, 0.1, -1.3], [-0.5, 0.0, 0.1], [-0.2, 1.2, 0.1], [-0.3, -0.7, -1.5], [-0.6, 0.2, -0.5], [0.0, -0.4, -0.2], [-0.9, -0.8, 1.0], [0.7, 2.7, 0.8], [0.3, -0.2, -0.3], [0.3, 0.1, -0.3], [0.6, 0.9, 1.6], [0.7, -0.6, 1.4], [0.2, 0.6, -0.9], [0.9, -1.2, -1.5], [-0.9, 1.0, -0.3], [0.5, -0.6, -0.9], [-0.8, 0.9, 1.2], [-0.9, 0.9, -0.9], [-0.4, -0.1, 0.2], [-1.1, -0.6, -1.8], [1.1, -1.5, -1.1], [-0.1, 1.2, -0.3], [0.3, 0.6, 1.9], [2.7, 1.2, -1.5], [0.8, -0.5, -0.1], [0.5, -3.4, -0.2], [-0.7, -1.1, 1.2], [0.0, -1.9, -0.5], [-0.2, -0.2, 0.8], [0.2, -0.5, 0.0], [-0.5, 0.7, 0.5], [0.0, -0.6, -0.6], [-0.1, -0.9, 0.1], [2.2, 2.7, 0.8], [0.0, 0.6, 0.5], [-1.7, 1.6, 0.2], [0.1, 0.3, 0.8], [-0.9, -3.6, 1.7], [-0.2, -0.4, 0.9], [0.9, -0.9, -0.7], [-0.9, -1.9, -1.7]], "lowdin_charge": [-0.2506, 0.1077, 0.1044, 0.1455, -0.0204, 0.0260, 0.0970, -0.5668, -0.2462, 0.0891, 0.0536, 0.0448, 0.0987, 0.1118, 0.0413, 0.0645, -0.0112, 0.1562, 0.1312, -0.2025, -0.1264, -0.0455, -0.0217, 0.0512, 0.8261, 0.0154, -0.0790, -0.0543, -0.0551, 0.0660, -0.0156, 0.1376, -0.3817, -0.1645, 0.1187, -0.2117, 0.0517, -0.2862, 0.0466, -0.1356, 0.0137, 0.0767, -0.0690, 0.0758, -0.0292, 0.1274, 0.1287, -0.0215, 0.1297, 0.0883, 0.1191, 0.0886, -0.0493, 0.1229, 0.1223, -0.1150, -0.1022, 0.0317, -0.0046, -0.2234, -0.4143, 0.0929, 0.8829, 0.0673, 0.1173, 0.0026, -0.2076, 0.0917, -0.1911, -0.3773, -0.0344, -0.0716, -0.2499, 0.1291, 0.0325, -0.0195, -0.1692, 0.1095, 0.1216, 0.1289, -0.0124, 0.0631, -0.0688, 0.1359, -0.1236, -0.0515, -0.0177, 0.7329, 0.1328, -0.0528], "max_force_ev_per_a": 5.21, "lumo_energy_ev": -3.92, "e_above_lowest_ev": 3.114, "homo_energy_ha": -0.37530, "total_charge": 1, "gap_ev": 6.29}